1.
Formula: C11H4BrCrN2O2S2Se4
Source: the OMol25 dataset
Level of theory: wB97M-V/def2-TZVPD

**⟨S²⟩**: 0.919
**Spin multiplicity**: 2
**Net charge**: -2
**LUMO level (spin up / spin down)**: 3.60 / 3.60 eV
**HOMO (spin up / spin down)**: -1.675 / -1.691 eV
**Energy relative to the best compared isomer or geometry (same formula, charge and spin)**: 0.000 eV
**Calculated total energy**: -400071.53657 eV

Element x y z (Å)
Cr -0.83 2.18 -0.32
S 1.41 2.95 -0.57
C 1.87 3.14 1.07
C 3.25 3.55 1.33
N 4.33 3.89 1.52
C 1.02 3.01 2.11
S -0.66 2.56 1.89
C 1.46 3.26 3.47
N 1.78 3.46 4.55
Se -3.14 1.34 -0.03
Se -4.53 3.17 -0.45
Se -3.60 3.83 -2.47
Se -1.34 3.96 -1.72
Br -0.82 -6.44 -1.67
C -0.43 -4.62 -1.21
C 0.76 -4.33 -0.58
C 1.03 -3.01 -0.24
C 0.12 -2.00 -0.52
C -1.07 -2.32 -1.17
C -1.36 -3.64 -1.51
C 0.44 -0.56 -0.10
O 1.40 -0.37 0.62
O -0.45 0.26 -0.52
H 1.47 -5.12 -0.36
H 1.94 -2.73 0.27
H -1.77 -1.52 -1.39
H -2.28 -3.90 -2.01

Mulliken atomic charge list, values in e, 8 entries: Cr 0.5098; S -0.3729; C 0.8049; C -0.1320; N -0.5497; C 0.5532; S -0.2757; C -0.1652

2.
Formula: C11H56CdF6N2O24S2
Source: the OMol25 dataset
Level of theory: wB97M-V/def2-TZVPD

**Net charge**: 0
**LUMO level**: -1.31 eV
**HOMO**: -7.249 eV
**Energy relative to the best compared isomer or geometry (same formula, charge and spin)**: 0.000 eV
**Calculated total energy**: -106975.06453 eV

Element x y z (Å)
Cd 1.48 3.81 -15.13
C 1.65 -0.32 -14.27
F 1.07 -0.01 -15.42
F 0.72 -0.57 -13.36
F 2.44 -1.34 -14.42
S 2.70 1.11 -13.71
O 3.36 0.74 -12.52
O 3.56 1.37 -14.84
N 1.65 2.36 -13.55
S 1.05 2.58 -12.06
O -0.05 3.49 -12.18
O 0.84 1.40 -11.29
C 2.34 3.48 -11.06
F 3.13 4.27 -11.86
F 1.74 4.24 -10.15
F 3.13 2.60 -10.48
C -1.21 1.65 -17.59
C -1.65 3.10 -17.49
C -3.01 3.16 -18.21
C -3.79 4.43 -17.92
C -3.94 4.62 -16.41
C -2.62 4.54 -15.63
N -1.80 3.43 -16.09
O -0.62 3.41 -15.40
C -2.99 4.21 -14.18
C -1.93 5.92 -15.65
C -0.68 3.98 -18.25
H -0.16 1.55 -17.30
H -1.33 1.23 -18.59
H -1.76 1.04 -16.88
H -3.64 2.30 -17.95
H -2.79 3.04 -19.28
H -4.76 4.44 -18.41
H -3.25 5.29 -18.34
H -4.71 3.96 -16.00
H -4.38 5.62 -16.30
H -2.14 4.23 -13.51
H -3.51 3.26 -14.14
H -3.72 4.95 -13.82
H -1.69 6.20 -16.68
H -1.04 5.96 -15.03
H -2.63 6.69 -15.32
H -0.49 3.65 -19.27
H 0.29 3.97 -17.74
H -0.99 5.03 -18.20
O -2.12 1.08 -14.12
H -1.42 0.43 -14.20
H -1.80 1.86 -14.64
O 5.45 -1.64 -15.23
H 6.21 -2.19 -15.02
H 4.91 -1.67 -14.42
O 6.13 2.34 -15.72
H 5.74 2.72 -16.51
H 5.49 1.65 -15.45
O 3.86 -4.36 -14.10
H 3.98 -3.57 -13.55
H 2.95 -4.62 -13.94
O -0.81 6.36 -12.04
H 0.07 6.06 -11.80
H -1.22 5.57 -12.41
O 1.20 5.54 -13.81
H 1.93 6.14 -13.59
H 0.37 6.04 -13.67
O 1.36 -1.31 -10.35
H 0.97 -0.47 -10.62
H 2.13 -1.05 -9.83
O 3.34 0.23 -8.85
H 4.10 0.66 -8.43
H 2.61 0.87 -8.68
O -1.82 -0.26 -11.15
H -0.91 -0.30 -11.48
H -2.18 0.53 -11.57
O 4.11 4.07 -7.95
H 4.41 4.25 -8.86
H 3.25 4.50 -7.88
O 0.61 6.80 -8.57
H 0.99 7.27 -7.82
H 0.82 7.36 -9.33
O 4.38 -1.92 -12.36
H 4.20 -0.99 -12.18
H 4.76 -2.28 -11.54
O 5.30 5.44 -10.20
H 5.17 5.49 -11.15
H 4.98 6.27 -9.84
O -1.83 3.07 -9.52
H -1.86 2.68 -10.40
H -2.74 3.30 -9.31
O 0.00 4.18 -7.60
H 0.08 5.09 -7.94
H -0.78 3.79 -8.01
O 5.59 0.74 -10.83
H 6.18 0.40 -10.15
H 4.70 0.45 -10.54
O 3.69 4.43 -15.13
H 4.45 4.57 -14.55
H 4.00 4.66 -16.01
O 2.11 2.57 -16.83
H 2.83 1.95 -16.54
H 1.94 2.39 -17.77
O 1.28 1.62 -7.67
H 0.89 2.52 -7.71
H 0.53 1.04 -7.49

Mulliken atomic charge list, values in e, 8 entries: Cd 2.4989; C 0.6657; F -0.2574; F -0.1361; F -0.0698; S -0.4017; O -0.0288; O -0.2817

3.
Formula: C11H5HgN5O5
Source: the OMol25 dataset
Level of theory: wB97M-V/def2-TZVPD

**⟨S²⟩**: 0.772
**Spin multiplicity**: 2
**Net charge**: -1
**LUMO level (spin up / spin down)**: 2.13 / 2.12 eV
**HOMO (spin up / spin down)**: -3.004 / -4.483 eV
**Energy relative to the best compared isomer or geometry (same formula, charge and spin)**: 0.308 eV
**Calculated total energy**: -33349.92520 eV

Element x y z (Å)
Hg 0.97 1.34 0.05
N -0.23 0.94 4.31
C 0.18 1.82 3.39
N 0.63 1.18 2.34
C 0.45 -0.17 2.64
N -0.07 -0.32 3.87
C 0.70 -1.18 1.69
C 0.47 -2.55 1.95
N 0.62 -3.50 1.07
C 0.98 -3.09 -0.19
C 1.21 -1.78 -0.49
N 1.14 -0.79 0.42
H -0.65 1.11 5.21
H 0.16 2.89 3.50
H 0.15 -2.84 2.94
H 1.07 -3.87 -0.93
H 1.49 -1.48 -1.50
O -2.27 0.96 -5.12
C -1.62 1.07 -4.10
C -2.16 1.17 -2.69
O -3.33 1.04 -2.36
C -1.01 1.44 -1.84
C 0.19 1.42 -2.61
O 1.35 1.60 -2.08
C -0.11 1.10 -4.00
O 0.67 0.87 -4.91
O -1.01 1.63 -0.57

Mulliken atomic charge list, values in e, 8 entries: Hg 1.1338; N 0.1246; C -0.1964; N -0.3769; C 0.3415; N -0.7456; C 0.3524; C -0.0882

4.
Formula: C11H62NO19
Source: the OMol25 dataset
Level of theory: wB97M-V/def2-TZVPD

**Net charge**: +1
**LUMO level**: -2.52 eV
**HOMO**: -12.066 eV
**Energy relative to the best compared isomer or geometry (same formula, charge and spin)**: 1.455 eV
**Calculated total energy**: -52791.89242 eV

Element x y z (Å)
C -3.22 0.35 -2.19
C -2.25 0.60 -1.13
C -0.87 -0.09 -1.12
C -0.10 0.08 0.20
N 1.08 -0.76 0.27
C 0.81 -2.18 0.60
C 1.31 -2.67 1.97
C 1.43 -1.19 2.62
C 1.85 -0.39 1.46
C 2.08 -0.75 -0.90
C 2.46 0.69 -1.41
C 3.38 0.78 -2.61
H -4.18 0.83 -2.33
H -3.73 -0.52 -2.39
H -2.68 0.61 -3.01
H -2.96 0.53 -0.15
H -1.94 1.60 -1.05
H -0.27 -0.04 -1.88
H -1.26 -1.13 -0.97
H -0.58 -0.08 1.02
H 0.13 1.13 0.32
H 1.16 -2.80 -0.22
H -0.16 -2.50 0.72
H 2.42 -3.03 1.99
H 0.77 -3.53 2.51
H 2.01 -1.18 3.63
H 0.42 -0.83 3.00
H 2.95 -0.42 1.28
H 1.68 0.63 1.80
H 1.73 -1.44 -1.72
H 3.08 -1.21 -0.54
H 2.77 1.27 -0.49
H 1.31 1.31 -1.65
H 2.81 0.63 -3.44
H 4.20 -0.16 -2.52
H 3.97 1.67 -2.46
O -2.54 -0.06 2.98
H -2.04 -0.58 3.73
H -2.80 -0.77 2.35
O -3.54 -1.88 0.98
H -3.25 -1.83 0.03
H -4.57 -1.93 0.87
O 4.05 -4.11 -0.51
H 3.19 -4.37 -0.05
H 4.60 -3.97 0.20
O 0.89 3.30 1.95
H 1.36 3.88 1.36
H 1.66 2.79 2.43
O -6.67 2.20 -2.61
H -6.27 2.06 -1.63
H -6.16 2.92 -3.09
O 2.48 2.32 4.14
H 2.16 2.10 5.12
H 2.97 3.25 4.16
O -2.07 2.98 2.67
H -2.43 2.16 2.97
H -1.19 2.76 2.46
O -0.88 -0.90 5.38
H -0.01 -1.09 5.61
H -0.96 -0.18 5.95
O 5.27 -3.08 2.03
H 6.04 -3.47 1.76
H 5.48 -2.23 1.69
O -1.34 3.09 -3.48
H -0.89 2.24 -3.68
H -1.12 3.71 -4.25
O 4.92 0.52 -5.59
H 4.36 1.39 -5.27
H 4.93 0.49 -6.56
O 2.64 4.29 -0.13
H 2.15 4.27 -0.84
H 3.43 3.76 -0.59
O -0.38 0.80 -4.78
H 0.55 0.99 -5.03
H -0.55 0.01 -5.24
O -2.25 -4.16 3.02
H -2.98 -3.97 3.47
H -2.26 -3.80 2.17
O -2.15 -4.13 -0.31
H -2.65 -4.91 -0.39
H -1.24 -4.34 -0.05
O 0.13 -3.81 4.74
H 0.63 -3.20 5.25
H -0.76 -3.46 4.55
O -5.02 1.53 2.51
H -5.93 1.16 2.50
H -4.14 1.08 2.45
O -4.41 3.96 -3.10
H -4.46 4.24 -2.16
H -3.52 3.44 -3.38
O 2.01 2.01 -5.68
H 2.10 1.80 -6.68
H 1.82 2.90 -5.62

Mulliken atomic charge list, values in e, 8 entries: C -1.6450; C -0.1648; C -0.5776; C -2.2600; N 1.7111; C -0.3437; C -0.4894; C -0.4583